(1)
Entry from OMol25: a single FNO4S molecule in a non-equilibrium geometry (ωB97M-V/def2-TZVPD).

The geometry in XYZ format:
```
7
Properties=species:S:1:pos:R:3:lowdin_charge:R:1
O 1.350 -0.191 1.320 0.14
N 0.447 -0.563 0.646 -0.47
O -0.176 -1.550 0.627 0.13
S -0.284 0.498 -0.647 0.77
O 0.503 1.516 -1.236 -0.21
O -0.999 -0.307 -1.585 -0.21
F -1.283 1.133 0.471 -0.15
```

net charge: 0
SMILES: O=[N+]([O-])S(=O)(=O)F
E_tot: -853.618598 Ha
HOMO level: -12.501 eV
energy above the lowest of the compared OMol25 structures with the same formula, charge and spin: 24.93 kcal/mol

***

(2)
Entry from OMol25: a molecular structure, C48H30ClF5N4O4PSSeSn in a non-equilibrium geometry (ωB97M-V/def2-TZVPD).

The geometry in XYZ format:
```
96
Properties=species:S:1:pos:R:3:lowdin_charge:R:1
Sn 0.512 -2.254 -1.166 1.22
N 2.629 -1.668 9.828 0.15
C 2.289 -1.701 8.731 -0.19
C 1.884 -1.692 7.359 -0.23
C 1.954 -2.845 6.580 -0.01
C 1.601 -2.800 5.243 0.00
C 1.161 -1.609 4.675 -0.18
C 1.079 -0.462 5.461 -0.01
C 1.439 -0.496 6.794 -0.02
C 0.834 -1.510 3.226 -0.04
C 1.824 -1.044 2.401 -0.25
C 3.152 -0.633 2.810 -0.01
C 3.875 -0.489 1.670 -0.04
C 2.979 -0.808 0.592 -0.15
N 1.780 -1.120 1.011 0.00
C -0.443 -1.993 2.813 -0.18
C -1.109 -3.114 3.305 0.01
C -2.169 -3.390 2.434 -0.04
C -2.164 -2.412 1.464 -0.06
N -1.125 -1.565 1.682 -0.04
H 2.296 -3.770 7.025 0.12
H 1.691 -3.683 4.623 0.13
H 0.753 0.467 5.009 0.12
H 1.391 0.396 7.404 0.12
H 3.480 -0.492 3.827 0.11
H 4.911 -0.212 1.564 0.10
H 3.226 -0.853 -0.462 0.09
H -0.815 -3.700 4.159 0.11
H -2.830 -4.237 2.473 0.11
H -2.823 -2.276 0.621 0.11
O 0.730 -0.739 -3.613 -0.42
S 2.176 -0.960 -3.601 0.41
O 2.719 -1.487 -4.819 -0.29
O 2.567 -1.771 -2.410 -0.51
C 2.907 0.667 -3.369 -0.25
C 4.155 0.854 -3.945 -0.06
C 4.799 2.073 -3.851 -0.08
C 4.173 3.122 -3.202 -0.08
C 2.923 2.951 -2.634 -0.09
C 2.258 1.722 -2.681 -0.32
P 0.619 1.538 -1.839 1.13
C -0.554 2.138 -3.108 -0.37
C -0.205 2.370 -4.433 -0.07
C -1.159 2.811 -5.338 -0.08
C -2.468 3.022 -4.932 -0.09
C -2.828 2.769 -3.617 -0.08
C -1.879 2.318 -2.715 -0.15
C 0.690 3.052 -0.744 -0.37
C -0.183 4.137 -0.811 -0.08
C -0.135 5.152 0.136 -0.09
C 0.782 5.107 1.174 -0.10
C 1.672 4.044 1.245 -0.09
C 1.622 3.035 0.298 -0.12
H 4.596 0.024 -4.482 0.11
H 5.774 2.214 -4.298 0.10
H 4.660 4.088 -3.143 0.10
H 2.450 3.797 -2.155 0.10
H 0.808 2.184 -4.764 0.11
H -0.882 2.987 -6.370 0.10
H -3.209 3.367 -5.642 0.10
H -3.853 2.911 -3.298 0.10
H -2.169 2.097 -1.694 0.06
H -0.899 4.203 -1.617 0.09
H -0.824 5.985 0.059 0.10
H 0.809 5.897 1.914 0.10
H 2.404 3.994 2.042 0.10
H 2.330 2.223 0.354 0.09
Cl -3.719 0.204 -0.473 0.77
C -3.475 0.805 1.135 -0.58
C -4.512 1.503 1.739 -0.11
C -4.354 2.012 3.017 -0.09
C -3.162 1.813 3.698 -0.08
C -2.136 1.111 3.091 -0.02
C -2.265 0.604 1.802 -0.20
C -1.119 -0.181 1.198 -0.13
H -5.442 1.640 1.204 0.10
H -5.164 2.561 3.476 0.10
H -3.036 2.205 4.699 0.10
H -1.207 0.945 3.624 0.10
H -0.176 0.277 1.487 0.11
H -1.203 -0.179 0.111 0.05
F -3.719 -3.904 -6.904 0.09
C -3.193 -3.648 -5.692 -0.16
C -2.860 -4.679 -4.832 -0.16
F -3.061 -5.948 -5.215 0.10
C -2.329 -4.401 -3.588 -0.14
F -1.997 -5.425 -2.787 0.10
C -2.104 -3.088 -3.122 -0.32
O -1.620 -2.846 -1.944 -0.29
C -2.482 -2.073 -4.026 -0.15
F -2.361 -0.795 -3.642 0.09
C -2.992 -2.342 -5.279 -0.15
F -3.318 -1.339 -6.109 0.10
Se 1.639 -4.556 -0.177 0.49
C 0.653 -5.722 0.801 -0.88
N 0.076 -6.481 1.456 0.01
```

net charge: -1
E_tot: -6682.010776 Ha
HOMO level: -5.113 eV
energy above the lowest of the compared OMol25 structures with the same formula, charge and spin: 13.97 kcal/mol

***

(3)
Entry from OMol25: a single C12H10OS2 molecule in a non-equilibrium geometry (ωB97M-V/def2-TZVPD).

The geometry in XYZ format:
```
25
Properties=species:S:1:pos:R:3:lowdin_charge:R:1
O 2.621 -3.328 0.349 0.06
C 2.014 -2.524 -0.268 -0.67
S 1.373 -1.096 0.702 1.04
C 0.240 0.145 -0.021 -0.47
C -0.786 0.690 0.840 -0.24
C -1.459 -0.142 1.786 -0.04
C -2.499 0.381 2.576 -0.04
C -2.814 1.777 2.521 -0.04
C -2.014 2.590 1.743 -0.10
C -1.029 2.091 0.950 -0.04
C 0.685 0.678 -1.167 -0.10
C 1.845 0.087 -2.056 -0.17
C 1.404 -1.319 -2.553 -0.52
S 2.777 -2.450 -2.995 0.90
C 1.518 -2.484 -1.710 -0.56
H -1.218 -1.276 1.960 0.13
H -2.917 -0.260 3.196 0.05
H -3.490 2.284 3.067 0.06
H -2.088 3.643 1.691 0.10
H -0.486 2.854 0.423 0.11
H 0.122 1.599 -1.591 0.14
H 2.085 0.757 -3.004 0.15
H 2.698 0.069 -1.530 0.05
H 0.611 -1.527 -3.249 0.11
H 0.807 -3.238 -1.659 0.10
```

net charge: 0
SMILES: O=C1SC(c2ccccc2)=CC[C@H]2S[C@@H]12
E_tot: -1334.779662 Ha
HOMO level: -8.638 eV
energy above the lowest of the compared OMol25 structures with the same formula, charge and spin: 7.93 kcal/mol

***

(4)
Entry from OMol25: a molecular structure, C34H47CrN4Si in a non-equilibrium geometry (ωB97M-V/def2-TZVPD).

The geometry in XYZ format:
```
87
Properties=species:S:1:pos:R:3:lowdin_charge:R:1
Cr 0.352 0.055 0.034 0.47
C 2.074 0.126 1.301 -0.31
Si 1.774 -1.342 2.307 0.58
C 0.503 -2.598 1.650 -0.22
N -0.736 -2.070 1.037 -0.23
C -1.844 -1.927 1.984 -0.20
C -2.878 -3.064 1.913 -0.18
C -2.208 -4.392 1.579 -0.20
C -1.520 -4.295 0.207 -0.17
C -1.159 -2.842 -0.132 -0.20
C 1.331 -0.879 4.107 -0.24
C 0.451 -1.597 4.917 -0.10
C 0.198 -1.226 6.236 -0.10
C 0.844 -0.126 6.780 -0.12
C 1.741 0.594 6.005 -0.11
C 1.974 0.222 4.684 -0.11
C 3.345 -2.402 2.422 -0.22
C 4.006 -2.710 1.228 -0.09
C 5.238 -3.352 1.229 -0.09
C 5.843 -3.693 2.432 -0.12
C 5.209 -3.395 3.627 -0.11
C 3.972 -2.755 3.617 -0.10
H 2.980 0.030 0.699 0.00
H 2.099 1.051 1.882 -0.02
H 0.277 -3.339 2.434 0.08
H 1.056 -3.148 0.883 0.08
H -2.348 -0.969 1.807 0.10
H -1.426 -1.873 2.991 0.09
H -3.624 -2.841 1.144 0.11
H -3.417 -3.117 2.863 0.10
H -2.937 -5.205 1.591 0.10
H -1.472 -4.624 2.353 0.10
H -2.179 -4.680 -0.577 0.11
H -0.621 -4.914 0.189 0.10
H -2.019 -2.326 -0.570 0.12
H -0.367 -2.785 -0.872 0.07
H -0.047 -2.475 4.521 0.08
H -0.496 -1.802 6.837 0.09
H 0.653 0.164 7.807 0.09
H 2.262 1.446 6.427 0.10
H 2.671 0.793 4.082 0.10
H 3.563 -2.426 0.279 0.10
H 5.728 -3.572 0.288 0.10
H 6.811 -4.181 2.435 0.09
H 5.677 -3.654 4.570 0.09
H 3.490 -2.530 4.563 0.09
C -3.085 2.866 3.053 -0.05
N -1.971 1.965 3.319 -0.19
C -1.229 2.180 4.558 -0.03
C -1.291 1.497 2.280 -0.21
N -0.685 1.003 1.427 0.10
H -3.830 2.752 3.840 0.08
H -3.537 2.611 2.099 0.09
H -2.756 3.910 3.025 0.09
H -1.898 2.028 5.405 0.09
H -0.819 3.194 4.602 0.09
H -0.417 1.457 4.624 0.07
C 2.117 3.115 -3.771 -0.09
C 2.251 2.365 -2.432 -0.37
C 0.930 2.555 -1.699 -0.11
C 2.769 0.943 -2.705 -0.14
C 4.026 0.925 -3.304 -0.12
C 4.586 -0.211 -3.864 -0.14
C 3.795 -1.354 -3.888 -0.10
C 2.562 -1.409 -3.263 -0.17
C 1.782 -2.703 -3.396 -0.39
C 1.849 -3.540 -2.118 -0.08
C 0.343 -2.469 -3.858 -0.09
C 2.071 -0.308 -2.462 -0.32
N 1.096 -0.491 -1.551 -0.13
H 1.870 4.168 -3.605 0.07
H 1.312 2.664 -4.359 0.08
H 3.027 3.066 -4.367 0.06
H 3.022 2.891 -1.851 0.13
H 0.095 2.225 -2.321 0.08
H 0.784 3.610 -1.446 0.07
H 0.912 1.959 -0.793 0.00
H 4.583 1.859 -3.357 0.10
H 5.574 -0.196 -4.308 0.07
H 4.149 -2.240 -4.411 0.09
H 2.278 -3.278 -4.190 0.11
H 1.530 -2.916 -1.284 0.03
H 2.872 -3.873 -1.929 0.07
H 1.206 -4.425 -2.178 0.07
H -0.173 -1.827 -3.148 0.04
H -0.195 -3.419 -3.958 0.06
H 0.337 -1.968 -4.829 0.07
```

net charge: -1
spin multiplicity: 5
E_tot: -2876.709498 Ha
HOMO level (spin up / spin down): -1.816 / -2.441 eV
energy above the lowest of the compared OMol25 structures with the same formula, charge and spin: 24.76 kcal/mol

***

(5)
Entry from OMol25: a molecular structure, C27H30BrMgN8O2S in a non-equilibrium geometry (ωB97M-V/def2-TZVPD).

The geometry in XYZ format:
```
70
Properties=species:S:1:pos:R:3:lowdin_charge:R:1
Mg 3.362 -17.192 -4.958 0.50
O 0.839 -19.787 -8.818 0.01
C 1.106 -18.651 -9.508 -0.27
C 0.506 -18.441 -10.747 -0.03
C 0.881 -17.358 -11.495 -0.09
C 1.876 -16.488 -11.035 -0.10
C 2.336 -16.577 -9.738 -0.03
C 1.892 -17.614 -8.913 -0.10
C 2.232 -17.721 -7.477 -0.52
O 3.058 -16.852 -6.887 -0.25
N 2.785 -19.077 -7.330 -0.04
N 3.259 -19.229 -5.980 0.01
C 3.569 -20.469 -5.686 -0.13
C 4.224 -20.860 -4.429 -0.59
Br 4.680 -19.547 -3.116 0.84
C 4.637 -22.139 -4.134 -0.09
C 4.134 -23.401 -4.553 -0.26
C 4.895 -24.539 -4.288 -0.03
C 4.363 -25.816 -4.465 -0.05
C 3.079 -25.969 -5.001 -0.07
C 2.349 -24.856 -5.279 -0.07
C 2.862 -23.577 -5.023 -0.03
H 1.475 -19.760 -7.997 0.08
H -0.212 -19.169 -11.033 0.11
H 0.470 -17.277 -12.510 0.11
H 2.347 -15.786 -11.721 0.10
H 3.000 -15.817 -9.389 0.10
H 1.336 -17.810 -6.795 0.16
H 3.577 -19.178 -7.990 0.17
H 3.378 -21.311 -6.363 0.14
H 5.486 -22.185 -3.475 0.10
H 5.963 -24.470 -3.987 0.13
H 4.979 -26.693 -4.225 0.12
H 2.689 -26.952 -5.314 0.12
H 1.363 -24.921 -5.722 0.11
H 2.228 -22.690 -5.121 0.12
C -0.163 -18.647 -1.830 -0.05
N 0.068 -17.219 -2.028 -0.14
C -1.071 -16.363 -1.656 -0.05
C 0.984 -16.789 -2.991 -0.37
N 1.826 -17.566 -3.588 0.10
N 0.904 -15.436 -3.300 0.15
C 1.800 -14.677 -4.051 -0.45
N 1.397 -13.392 -4.199 0.17
N 2.906 -15.185 -4.492 0.10
H -0.888 -18.782 -1.026 0.09
H 0.768 -19.175 -1.488 0.11
H -0.558 -19.186 -2.692 0.10
H -1.667 -16.908 -0.900 0.09
H -1.745 -16.128 -2.497 0.10
H -0.695 -15.450 -1.125 0.10
H 1.692 -18.555 -3.403 0.05
H 0.214 -14.867 -2.800 0.13
H 0.416 -13.182 -4.113 0.11
H 1.880 -12.796 -4.838 0.11
H 3.474 -14.498 -4.964 0.09
S 7.807 -15.848 -5.674 1.09
C 6.111 -16.402 -5.814 -0.36
N 5.427 -16.493 -4.693 -0.03
C 6.241 -16.050 -3.603 -0.29
C 5.794 -15.863 -2.285 -0.02
C 6.696 -15.347 -1.355 -0.07
C 8.007 -14.985 -1.703 -0.07
C 8.413 -15.086 -3.031 -0.07
C 7.539 -15.625 -3.997 -0.49
H 5.651 -16.583 -6.777 0.08
H 4.771 -16.143 -2.059 0.10
H 6.375 -15.264 -0.322 0.11
H 8.701 -14.589 -0.979 0.11
H 9.379 -14.704 -3.331 0.11
```

net charge: +1
E_tot: -4807.600019 Ha
HOMO level: -9.496 eV
energy above the lowest of the compared OMol25 structures with the same formula, charge and spin: 0.00 kcal/mol

***

(6)
Entry from OMol25: a single C12H15ClN2 molecule in a non-equilibrium geometry (ωB97M-V/def2-TZVPD).

The geometry in XYZ format:
```
30
Properties=species:S:1:pos:R:3:lowdin_charge:R:1
C -2.785 -0.806 -1.413 -0.09
N -1.610 -1.437 -0.839 -0.28
C -1.442 -2.798 -1.318 -0.13
C -0.460 -0.557 -0.733 -0.59
Cl 1.022 -1.327 -1.425 0.72
C -0.224 -0.074 0.710 -0.44
C -1.448 0.621 1.309 -0.01
C 0.020 -1.329 1.452 -0.21
N 0.151 -2.336 2.023 0.20
C 1.033 0.821 0.741 -0.21
C 0.939 2.174 0.389 -0.03
C 2.103 2.923 0.196 -0.08
C 3.354 2.334 0.374 -0.09
C 3.448 1.014 0.830 -0.07
C 2.280 0.265 1.031 -0.06
H -3.573 -1.553 -1.579 0.09
H -3.188 -0.024 -0.760 0.07
H -2.534 -0.359 -2.387 0.09
H -2.438 -3.242 -1.453 0.08
H -0.928 -2.792 -2.288 0.06
H -0.872 -3.403 -0.603 0.08
H -0.641 0.315 -1.386 0.12
H -1.601 1.641 0.940 0.08
H -2.314 -0.010 1.102 0.08
H -1.296 0.673 2.394 0.11
H -0.043 2.635 0.252 0.10
H 2.011 3.961 -0.123 0.10
H 4.262 2.893 0.146 0.10
H 4.412 0.537 1.004 0.11
H 2.358 -0.761 1.416 0.11
```

net charge: 0
SMILES: CN(C)[C@H](Cl)[C@@](C)(C#N)c1ccccc1
E_tot: -1035.934410 Ha
HOMO level: -8.803 eV

***

Look up the net charge of the fourth one.
-1

***

Which of these has the highest E_tot?
FNO4S

***

Which of these has the highest net charge?
C27H30BrMgN8O2S